Formula: C40H50N4O2TeW
Source: the Open Molecules 2025 dataset
Level of theory: ωB97M-V with the def2-TZVPD basis set

## Properties
Kohn-Sham gap (alpha / beta): 7.2 / 7.0 eV
charge: +1
LUMO level (alpha / beta): -3.16 / -3.41 eV
multiplicity: 2
HOMO level (alpha / beta): -10.34 / -10.36 eV
expectation value of S²: 0.77

Geometry as XYZ:
```
98
Properties=species:S:1:pos:R:3:forces:R:3
W 0.453 -0.394 -1.265 -0.158 -1.074 0.938
C -3.377 4.637 6.176 -0.061 0.033 0.040
C -2.837 3.694 5.143 0.033 -0.023 -0.072
C -2.430 2.412 5.477 -0.007 -0.011 -0.053
C -1.927 1.520 4.535 -0.055 0.106 0.067
C -1.492 0.171 5.038 0.003 -0.143 0.045
C -1.821 1.944 3.200 -0.087 -0.125 0.037
Te -1.005 0.478 1.866 -0.207 0.280 0.029
N 0.508 -1.220 0.371 0.992 0.342 -0.551
C 1.330 -2.282 0.744 -0.234 0.032 0.022
O 2.529 -2.235 0.543 -0.072 -0.073 0.068
C 0.666 -3.466 1.366 0.059 0.072 -0.031
C 1.417 -4.623 1.557 -0.021 0.064 0.049
C 0.829 -5.741 2.121 -0.020 0.011 -0.002
C -0.507 -5.709 2.500 0.019 -0.050 0.011
C -1.257 -4.558 2.312 -0.005 0.031 -0.020
C -0.672 -3.440 1.738 -0.094 0.052 -0.047
C 0.967 0.817 2.509 -0.056 -0.290 -0.027
C 1.490 -0.200 3.298 0.171 -0.025 0.010
C 2.792 -0.111 3.767 -0.083 0.029 -0.061
C 3.560 0.991 3.427 -0.033 0.002 0.004
C 3.024 1.994 2.633 -0.007 0.029 0.032
C 1.716 1.930 2.159 0.138 0.105 0.006
C 1.167 3.026 1.299 -0.138 0.135 -0.188
C -2.239 3.223 2.836 -0.028 0.138 0.035
C -2.193 3.740 1.429 -0.068 -0.036 -0.123
C -2.734 4.078 3.815 0.042 -0.049 -0.003
H -3.356 4.192 7.169 0.002 -0.012 0.025
H -4.409 4.907 5.950 -0.005 0.005 0.001
H -2.798 5.559 6.205 0.023 0.029 -0.006
H -2.505 2.085 6.506 -0.004 -0.012 0.053
H -1.966 -0.032 5.997 0.026 -0.010 0.015
H -0.412 0.141 5.191 0.011 0.004 -0.007
H -1.755 -0.651 4.369 -0.013 0.040 -0.014
H 2.456 -4.623 1.261 0.053 0.006 -0.018
H 1.411 -6.639 2.268 0.026 -0.060 0.005
H -0.966 -6.584 2.938 -0.001 -0.029 0.025
H -2.297 -4.534 2.607 -0.056 -0.006 0.010
H -1.258 -2.543 1.575 0.029 -0.060 0.018
H 0.897 -1.074 3.535 -0.021 -0.033 -0.020
H 3.199 -0.904 4.376 0.030 -0.031 0.031
H 4.579 1.071 3.778 0.034 0.008 0.006
H 3.629 2.853 2.377 0.036 0.041 -0.018
H 1.859 3.865 1.258 0.019 0.024 -0.023
H 0.212 3.398 1.684 0.253 -0.071 0.009
H 0.988 2.692 0.266 0.012 0.008 0.209
H -1.631 3.084 0.768 -0.082 0.096 0.129
H -1.726 4.726 1.397 -0.009 0.036 -0.016
H -3.205 3.852 1.029 0.030 0.009 0.057
H -3.045 5.074 3.523 -0.028 0.062 -0.016
C 2.421 0.438 -3.652 0.072 -0.208 0.133
C 2.626 1.232 -4.962 0.113 -0.069 -0.090
N 1.678 2.336 -5.053 0.026 0.009 0.012
C 0.325 1.810 -5.086 -0.152 -0.002 -0.051
C 0.063 0.906 -3.854 0.065 0.017 0.017
N 1.237 0.979 -2.926 -0.190 0.104 0.104
C 1.525 2.402 -2.592 -0.008 -0.060 0.256
C 1.832 3.191 -3.886 0.021 0.154 0.023
H 3.271 0.520 -2.970 -0.015 -0.029 -0.079
H 2.237 -0.623 -3.827 0.063 0.138 -0.022
H 2.482 0.585 -5.828 0.012 0.018 0.012
H 3.638 1.634 -5.017 -0.014 0.001 -0.008
H 0.186 1.240 -6.005 0.000 0.025 0.005
H -0.374 2.649 -5.103 0.027 -0.024 -0.023
H -0.057 -0.143 -4.137 0.005 0.120 0.012
H -0.822 1.228 -3.299 0.020 -0.025 -0.075
H 2.377 2.392 -1.906 -0.071 0.056 -0.052
H 0.662 2.797 -2.057 0.061 0.020 -0.076
H 2.852 3.576 -3.872 0.000 0.005 -0.004
H 1.158 4.044 -3.982 0.023 -0.011 -0.011
C -1.855 -2.714 -2.674 -0.077 0.100 0.029
C -0.655 -3.528 -3.047 -0.122 -0.277 -0.163
C -0.796 -4.783 -3.623 0.061 0.053 0.036
C 0.317 -5.549 -3.936 -0.024 0.003 0.003
C 1.590 -5.071 -3.668 -0.026 0.075 0.062
C 1.779 -3.820 -3.091 -0.073 -0.279 -0.096
C 3.159 -3.321 -2.785 0.050 0.067 0.087
C 0.639 -3.060 -2.801 0.341 0.369 0.150
N 0.817 -1.802 -2.234 -0.424 0.081 -0.339
H -2.770 -3.217 -2.982 -0.023 -0.006 -0.007
H -1.839 -1.725 -3.147 0.016 -0.048 0.023
H -1.904 -2.558 -1.592 0.028 -0.022 -0.040
H -1.789 -5.165 -3.819 -0.040 -0.029 -0.012
H 0.191 -6.528 -4.379 -0.008 -0.013 -0.015
H 2.455 -5.681 -3.895 0.025 -0.022 -0.014
H 3.841 -4.159 -2.655 0.019 -0.021 -0.011
H 3.177 -2.719 -1.875 -0.005 -0.023 -0.034
H 3.550 -2.715 -3.606 0.004 0.056 -0.015
C -2.412 2.734 -1.548 -0.136 0.037 0.065
O -1.259 2.039 -1.053 -0.094 -0.157 0.007
C -1.352 0.753 -0.561 -0.046 0.286 -0.438
C -2.735 0.141 -0.620 -0.034 -0.115 0.056
H -2.696 2.341 -2.527 0.008 0.013 0.024
H -2.114 3.776 -1.640 -0.029 -0.044 -0.018
H -3.261 2.661 -0.869 0.100 0.036 -0.108
H -3.509 0.698 -0.084 0.047 -0.036 -0.033
H -2.704 -0.874 -0.222 0.011 0.061 -0.008
H -3.037 0.065 -1.671 0.004 0.012 0.055
```
Positions in Å, forces in eV/Å.